Computed, not measured: a structure of composition C71H136F24N11O18S8 in a non-equilibrium geometry, with wB97M-V/def2-TZVPD.

Last column: Löwdin charge in e.
CARTESIAN COORDINATES (ANGSTROEM)
C (-4.570, -3.389, -3.949)  -0.0768
C (-3.114, -3.375, -4.302)  -0.2330
C (-2.895, -2.808, -5.690)  -0.1641
N (-1.604, -2.896, -6.321)  -0.2788
C (-1.640, -2.095, -7.586)  -0.0783
C (-2.326, -2.793, -8.769)  -0.1460
C (-1.700, -4.095, -9.084)  -0.2067
C (-1.802, -4.927, -7.835)  -0.1736
C (-1.108, -4.281, -6.680)  -0.0980
C (-0.666, -2.292, -5.371)  -0.0007
H (-4.970, -2.406, -3.667)  0.0910
H (-4.532, -3.966, -3.034)  0.0660
H (-5.192, -3.962, -4.610)  0.0869
H (-2.932, -4.454, -4.313)  0.1134
H (-2.440, -2.941, -3.536)  0.1044
H (-3.225, -1.766, -5.637)  0.1232
H (-3.602, -3.365, -6.334)  0.1441
H (-2.141, -1.131, -7.256)  0.1303
H (-0.620, -1.890, -7.778)  0.1256
H (-3.371, -2.989, -8.503)  0.1279
H (-2.304, -2.089, -9.574)  0.1255
H (-2.150, -4.640, -9.895)  0.1158
H (-0.635, -4.066, -9.493)  0.1513
H (-2.860, -5.160, -7.591)  0.1376
H (-1.204, -5.861, -7.915)  0.1411
H (-1.372, -4.836, -5.778)  0.1286
H (-0.045, -4.147, -6.835)  0.1464
H (0.243, -1.964, -5.833)  0.1026
H (-0.462, -3.031, -4.637)  0.0880
H (-1.080, -1.392, -4.884)  0.1134
C (0.744, 1.004, 3.569)  -0.0657
C (0.488, 0.879, 2.037)  -0.1852
C (-1.038, 0.829, 1.778)  -0.0860
N (-1.343, 0.650, 0.272)  -0.2103
C (-0.616, 1.694, -0.487)  -0.0953
C (-0.963, 1.723, -1.982)  -0.1321
C (-0.722, 0.408, -2.666)  -0.1916
C (-1.368, -0.717, -1.851)  -0.1204
C (-0.932, -0.620, -0.343)  -0.0739
C (-2.831, 0.833, 0.247)  0.0365
H (0.593, 0.095, 4.146)  0.0305
H (0.116, 1.765, 3.982)  0.0591
H (1.782, 1.255, 3.743)  0.0722
H (1.075, 0.076, 1.576)  0.0731
H (0.923, 1.742, 1.512)  0.0854
H (-1.513, 1.752, 2.056)  0.0935
H (-1.503, 0.019, 2.319)  0.0915
H (0.422, 1.527, -0.357)  0.0923
H (-0.952, 2.628, -0.044)  0.1199
H (-0.533, 2.625, -2.423)  0.1170
H (-2.051, 1.942, -2.034)  0.0966
H (0.321, 0.214, -2.856)  0.0782
H (-1.249, 0.465, -3.618)  0.0674
H (-0.995, -1.646, -2.255)  0.1001
H (-2.450, -0.671, -1.883)  0.0795
H (0.132, -0.808, -0.213)  0.1284
H (-1.453, -1.438, 0.145)  0.1041
H (-3.106, 0.648, -0.765)  0.0765
H (-3.202, 1.825, 0.519)  0.0854
H (-3.211, 0.054, 0.850)  0.0717
C (-3.774, 8.752, -0.382)  -0.0985
C (-3.866, 8.262, -1.814)  -0.2416
C (-2.965, 7.007, -1.957)  -0.1013
N (-2.704, 6.590, -3.455)  -0.1876
C (-3.961, 6.518, -4.400)  -0.0686
C (-3.613, 6.335, -5.861)  -0.1629
C (-2.792, 7.481, -6.346)  -0.1902
C (-1.492, 7.495, -5.577)  -0.1543
C (-1.783, 7.683, -4.096)  -0.0766
C (-2.087, 5.195, -3.350)  0.0088
H (-2.725, 9.013, -0.104)  0.0856
H (-4.160, 7.933, 0.258)  0.0771
H (-4.391, 9.640, -0.301)  0.0812
H (-3.464, 9.115, -2.420)  0.1090
H (-4.927, 8.135, -2.117)  0.1231
H (-3.381, 6.181, -1.393)  0.0871
H (-1.984, 7.242, -1.528)  0.1262
H (-4.480, 7.471, -4.241)  0.1269
H (-4.545, 5.684, -4.030)  0.1330
H (-4.557, 6.195, -6.399)  0.1429
H (-3.091, 5.405, -5.895)  0.0854
H (-3.256, 8.452, -6.391)  0.1225
H (-2.584, 7.331, -7.392)  0.1197
H (-0.908, 8.344, -5.920)  0.1249
H (-0.886, 6.578, -5.756)  0.1104
H (-2.369, 8.631, -3.896)  0.1354
H (-0.913, 7.683, -3.486)  0.1131
H (-2.693, 4.480, -2.767)  0.0967
H (-1.148, 5.268, -2.843)  0.0897
H (-1.834, 4.792, -4.326)  0.0428
C (1.338, -1.650, 6.297)  -0.0764
C (2.221, -2.365, 7.399)  -0.1949
C (2.007, -3.893, 7.303)  -0.1000
N (2.902, -4.775, 8.258)  -0.2730
C (2.594, -4.424, 9.682)  -0.1105
C (3.461, -5.252, 10.683)  -0.1412
C (4.922, -5.056, 10.348)  -0.2013
C (5.244, -5.464, 8.939)  -0.1483
C (4.356, -4.612, 7.910)  -0.0876
C (2.455, -6.220, 8.024)  0.0333
H (1.668, -1.894, 5.276)  0.0746
H (1.240, -0.583, 6.460)  0.0724
H (0.312, -2.064, 6.330)  0.0707
H (1.823, -2.027, 8.351)  0.1005
H (3.251, -2.052, 7.289)  0.1021
H (2.238, -4.204, 6.312)  0.1130
H (0.947, -4.084, 7.521)  0.1410
H (2.758, -3.337, 9.847)  0.1387
H (1.513, -4.610, 9.840)  0.1457
H (3.214, -4.921, 11.686)  0.1271
H (3.214, -6.312, 10.558)  0.1119
H (5.209, -4.012, 10.497)  0.1256
H (5.584, -5.678, 10.981)  0.1364
H (6.299, -5.379, 8.622)  0.1332
H (4.959, -6.489, 8.742)  0.0972
H (4.681, -3.594, 8.102)  0.1188
H (4.466, -4.828, 6.798)  0.1568
H (1.358, -6.184, 8.120)  0.1158
H (2.905, -7.001, 8.639)  0.1005
H (2.702, -6.321, 6.940)  0.1213
C (0.939, -5.248, -1.958)  -0.0626
C (2.073, -6.203, -1.511)  -0.1818
C (3.352, -5.642, -2.103)  -0.1387
N (4.685, -6.358, -1.878)  -0.2424
C (4.894, -6.892, -0.456)  -0.1327
C (6.266, -7.256, -0.128)  -0.1633
C (7.282, -6.104, -0.437)  -0.1551
C (7.118, -5.614, -1.891)  -0.1479
C (5.672, -5.260, -2.220)  -0.0925
C (4.803, -7.526, -2.767)  0.0045
H (0.016, -5.289, -1.390)  0.0738
H (0.652, -5.463, -2.990)  0.0784
H (1.292, -4.227, -1.984)  0.0427
H (1.809, -7.195, -1.751)  0.0986
H (2.273, -6.294, -0.452)  0.0979
H (3.493, -4.648, -1.738)  0.0767
H (3.315, -5.403, -3.151)  0.1358
H (4.519, -6.021, 0.132)  0.1372
H (4.082, -7.644, -0.302)  0.1473
H (6.325, -7.522, 0.959)  0.1456
H (6.547, -8.138, -0.673)  0.1122
H (7.122, -5.237, 0.230)  0.1043
H (8.328, -6.406, -0.180)  0.1312
H (7.753, -4.730, -2.040)  0.1270
H (7.668, -6.314, -2.566)  0.1283
H (5.280, -4.456, -1.655)  0.0915
H (5.483, -5.087, -3.278)  0.1428
H (4.303, -8.409, -2.369)  0.1147
H (5.841, -7.746, -3.033)  0.1110
H (4.292, -7.398, -3.732)  0.1185
C (5.685, 6.235, 0.663)  -0.0101
C (4.460, 5.412, 0.246)  -0.3936
C (3.655, 6.160, -0.818)  -0.1384
C (2.707, 5.367, -1.685)  -0.1529
C (3.454, 4.138, -2.250)  -0.1070
C (4.152, 3.264, -1.224)  -0.3593
N (4.954, 4.081, -0.184)  -0.0656
O (5.657, 3.531, 0.410)  0.3031
C (5.092, 2.256, -1.867)  -0.0128
C (3.020, 2.442, -0.416)  0.0161
C (3.593, 5.202, 1.598)  0.0531
H (6.442, 5.814, 1.283)  0.0804
H (5.254, 7.157, 1.107)  0.1189
H (6.233, 6.566, -0.259)  0.1106
H (4.314, 6.679, -1.523)  0.1312
H (3.065, 6.917, -0.281)  0.1355
H (2.345, 6.071, -2.474)  0.1399
H (1.867, 5.045, -1.066)  0.0911
H (4.255, 4.584, -2.842)  0.1332
H (2.818, 3.544, -2.851)  0.1082
H (5.780, 2.720, -2.592)  0.1131
H (4.393, 1.666, -2.411)  0.0570
H (5.669, 1.583, -1.233)  0.0809
H (2.561, 1.773, -1.149)  0.0611
H (2.225, 3.095, 0.007)  0.0737
H (3.436, 1.866, 0.445)  0.1010
H (3.032, 6.116, 1.642)  0.0824
H (4.168, 5.016, 2.496)  0.0979
H (2.928, 4.364, 1.540)  0.0616
C (-4.369, 0.134, 3.252)  0.0100
C (-4.691, -0.339, 4.694)  -0.4208
C (-3.487, -0.969, 5.361)  -0.1015
C (-2.462, -0.031, 5.929)  -0.1747
C (-3.055, 0.906, 6.922)  -0.1320
C (-4.225, 1.737, 6.422)  -0.4619
N (-4.975, 0.925, 5.409)  0.0583
O (-6.055, 1.457, 5.046)  0.1865
C (-3.650, 2.835, 5.568)  -0.0135
C (-5.171, 2.297, 7.465)  0.0044
C (-5.973, -1.157, 4.603)  0.0091
H (-3.596, 0.924, 3.220)  0.0751
H (-5.184, 0.575, 2.727)  0.0961
H (-4.004, -0.726, 2.632)  0.0787
H (-3.075, -1.666, 4.649)  0.0885
H (-3.872, -1.540, 6.170)  0.1298
H (-1.881, 0.466, 5.140)  0.1113
H (-1.681, -0.548, 6.479)  0.1143
H (-2.249, 1.612, 7.201)  0.1434
H (-3.349, 0.330, 7.841)  0.1499
H (-4.381, 3.239, 4.802)  0.1103
H (-2.775, 2.639, 4.908)  0.0972
H (-3.259, 3.670, 6.201)  0.1277
H (-5.769, 1.569, 8.067)  0.1185
H (-5.885, 2.981, 6.983)  0.1021
H (-4.610, 2.917, 8.130)  0.0940
H (-5.555, -2.072, 4.140)  0.0801
H (-6.766, -0.795, 3.943)  0.1062
H (-6.455, -1.372, 5.559)  0.1044
C (-0.976, 6.705, 2.354)  -0.6649
F (-1.561, 6.585, 3.556)  0.1399
F (-1.456, 7.722, 1.686)  0.1570
F (0.344, 6.876, 2.633)  0.1105
S (-1.238, 5.157, 1.409)  0.5134
O (-0.505, 5.149, 0.219)  -0.2719
O (-0.886, 4.233, 2.400)  -0.2592
N (-2.767, 5.332, 1.047)  -0.2654
S (-3.912, 4.520, 1.689)  0.5409
O (-3.526, 3.185, 2.076)  -0.3150
O (-4.746, 5.220, 2.587)  -0.2304
C (-5.011, 4.360, 0.323)  -0.6819
F (-6.174, 3.920, 0.816)  0.1415
F (-5.253, 5.529, -0.208)  0.1643
F (-4.624, 3.403, -0.593)  0.0928
C (-4.103, 1.476, -4.040)  -0.6756
F (-5.391, 1.352, -4.303)  0.1665
F (-3.933, 2.459, -3.223)  0.1507
F (-3.637, 0.358, -3.391)  0.0877
S (-3.257, 1.728, -5.666)  0.5796
O (-3.121, 0.445, -6.242)  -0.2854
O (-4.039, 2.750, -6.290)  -0.2559
N (-1.865, 2.296, -5.129)  -0.2904
S (-0.854, 2.895, -6.237)  0.6160
O (-1.136, 2.536, -7.566)  -0.2371
O (-0.577, 4.277, -5.838)  -0.3186
C (0.709, 1.990, -5.831)  -0.6886
F (1.302, 2.481, -4.760)  0.1412
F (0.634, 0.671, -5.653)  0.1356
F (1.447, 2.224, -6.905)  0.1433
C (4.264, -2.710, 1.015)  -0.6035
F (3.311, -3.632, 0.920)  0.1213
F (4.413, -2.321, 2.288)  0.1407
F (5.477, -3.318, 0.640)  0.0598
S (3.860, -1.269, -0.089)  0.6299
O (2.726, -0.741, 0.577)  -0.2854
O (5.056, -0.460, -0.161)  -0.2795
N (3.637, -2.165, -1.480)  -0.2757
S (2.891, -1.357, -2.670)  0.6111
O (1.921, -2.201, -3.319)  -0.2879
O (2.448, 0.002, -2.358)  -0.3256
C (4.213, -1.077, -3.901)  -0.7403
F (4.695, -2.328, -4.202)  0.0914
F (3.634, -0.594, -4.950)  0.1901
F (5.180, -0.346, -3.497)  0.2126
C (0.047, -4.128, 2.400)  -0.5844
F (1.057, -3.944, 3.268)  0.0981
F (0.427, -3.711, 1.129)  0.0794
F (-0.261, -5.419, 2.352)  0.1551
S (-1.296, -3.002, 3.145)  0.5931
O (-1.604, -3.727, 4.352)  -0.2776
O (-0.640, -1.741, 3.253)  -0.2964
N (-2.476, -2.768, 2.114)  -0.2920
S (-3.721, -3.631, 1.958)  0.5287
O (-3.421, -4.988, 2.236)  -0.2284
O (-4.872, -2.923, 2.401)  -0.2578
C (-3.902, -3.465, 0.210)  -0.5814
F (-5.088, -4.012, -0.194)  0.1168
F (-3.973, -2.123, -0.181)  0.0706
F (-2.879, -4.017, -0.503)  0.1031

Atomic forces in eV per Å
0.1 0.7 1.9
1.2 -1.1 -0.6
-3.0 -0.8 0.3
1.0 0.5 -0.8
-1.5 1.4 0.5
-0.3 0.8 1.0
1.8 -1.2 -1.0
0.7 -1.0 0.0
-1.2 0.4 1.6
0.2 1.1 0.5
-0.2 -0.2 -0.5
-0.7 -0.1 0.5
-0.3 0.1 -0.6
0.8 0.0 -0.1
-0.7 0.0 -0.3
0.3 0.0 -0.5
0.2 0.5 0.1
0.6 -1.0 -0.9
1.1 0.3 -0.6
0.0 0.3 -0.2
-0.1 0.4 -0.6
-0.8 0.0 -0.3
-0.9 0.5 1.0
0.6 0.0 -0.2
-0.8 0.2 -0.2
0.8 -0.3 0.0
0.2 -0.3 0.0
0.5 -0.2 -0.5
0.4 -0.5 0.8
-0.2 -0.5 -0.4
0.5 -0.6 -0.9
-0.2 0.2 0.5
2.0 -0.6 -1.0
-0.2 1.0 1.2
-1.4 1.2 -0.9
-1.4 0.5 1.0
-0.9 -0.1 -0.5
1.3 1.1 1.1
-0.9 -2.0 -0.9
0.5 0.2 -1.5
-0.3 -0.2 -0.4
-0.3 0.7 0.3
0.3 0.4 0.0
-0.7 -0.3 0.5
-0.3 0.2 0.6
-0.1 0.6 0.0
0.0 -0.3 -0.1
0.9 -0.1 0.2
0.5 0.3 0.1
0.5 -0.3 -0.1
0.5 -0.1 0.0
0.3 -0.1 0.1
0.3 -0.1 -0.2
-0.1 -0.6 0.2
0.1 -0.3 -0.2
0.1 0.4 0.0
0.0 0.0 0.5
-0.7 -0.1 -0.5
0.7 -0.3 0.3
-0.6 -0.7 0.7
0.1 -0.6 0.4
0.8 0.6 -0.8
-0.8 1.3 -1.5
-0.1 -0.5 -0.1
0.2 0.5 1.5
-1.1 0.2 1.0
0.8 -0.6 -1.2
0.2 -0.2 0.3
-1.5 0.0 0.6
0.0 0.3 -0.5
-0.8 -0.3 -0.1
0.3 0.8 0.1
-0.1 0.1 0.4
-0.4 -0.8 0.1
0.7 -0.3 0.2
0.0 -0.3 -0.3
0.0 -0.2 -0.3
0.0 -0.3 0.1
-0.2 0.0 0.2
0.1 0.1 0.1
0.6 -0.7 -0.7
-0.6 0.4 0.7
0.3 -0.3 -0.5
0.3 0.1 0.2
-0.5 0.6 0.1
0.8 -1.0 -0.4
0.9 0.1 0.5
-0.2 0.7 -0.4
0.6 0.4 0.5
-0.4 0.1 0.0
-0.2 -1.6 0.3
-1.2 0.1 -0.6
0.5 0.8 1.1
-1.1 0.2 -0.2
0.0 0.2 1.2
-0.5 0.3 -1.3
1.2 -0.2 0.6
-1.0 0.4 -2.7
1.1 -0.7 0.4
-0.4 1.2 -1.9
0.2 0.4 0.3
0.4 0.1 0.0
0.3 0.2 0.1
0.3 0.1 0.2
0.2 -0.1 0.1
0.2 -0.6 -0.8
0.4 -0.3 0.1
0.1 -0.7 -0.3
0.6 0.0 -0.2
0.0 -0.1 0.1
-0.1 0.2 0.4
0.0 0.0 0.1
-0.5 0.4 0.1
-0.5 0.2 0.4
0.2 -0.5 0.3
-0.5 0.4 -0.2
0.0 0.0 1.5
0.5 -0.4 0.1
0.0 0.6 -0.1
-0.3 -0.7 0.9
0.2 -0.3 -0.1
0.2 1.0 0.1
0.0 -0.5 0.1
-0.3 -0.7 -0.2
-3.6 2.3 0.3
2.1 0.3 1.1
-0.1 0.1 0.5
1.4 -0.3 0.1
0.7 -1.7 -0.5
-0.2 -0.8 -1.8
0.1 -0.2 0.4
0.2 -0.2 0.0
0.1 0.4 0.2
0.0 -1.3 -0.9
-0.6 0.6 0.6
-0.1 0.6 1.0
-0.2 -0.6 -0.8
0.6 -0.5 0.1
1.0 0.2 -0.2
-0.2 0.2 -0.9
0.3 -0.6 -0.3
-0.3 -0.4 -0.1
-0.8 0.0 -0.6
-0.5 0.2 0.2
-1.1 0.1 0.1
0.4 1.2 0.5
0.3 0.3 -0.1
0.3 0.1 0.5
-0.1 0.0 0.5
0.2 0.6 0.3
-0.3 1.9 -1.9
0.2 1.0 1.9
0.0 0.5 -0.2
-0.3 -0.7 0.4
1.1 2.1 0.5
-1.2 -1.0 0.6
-10.8 4.9 -6.9
9.8 -6.3 7.4
0.5 0.7 -0.4
0.7 1.0 0.8
0.7 -0.5 -1.5
0.0 -0.7 0.8
0.6 -0.5 -0.1
-0.5 -0.2 0.7
0.3 0.0 0.4
0.4 0.0 -0.2
0.2 -0.9 0.4
-0.3 0.0 -0.2
0.0 -0.3 -0.6
-0.5 -0.7 -0.7
-0.3 0.0 0.2
-0.2 -0.7 -0.6
-0.4 0.3 0.3
0.3 0.0 0.2
0.5 -0.2 -0.5
-0.1 0.2 -0.8
-0.3 0.3 0.4
0.6 0.4 -0.1
-0.6 -0.3 -0.3
1.9 -0.1 -0.6
0.3 1.2 -0.9
-0.3 -0.7 -0.3
0.9 0.1 -0.9
0.1 0.3 1.9
1.1 -0.8 -0.4
-6.1 2.7 -1.5
3.8 -1.8 1.5
0.6 2.8 -2.1
-1.5 -0.1 -0.2
0.4 -1.3 0.1
-0.1 -0.5 0.3
-1.0 0.2 0.0
-0.4 0.6 0.9
0.2 -0.2 -0.1
-0.3 -0.9 0.8
-0.4 0.2 0.0
0.0 -0.6 -0.1
-0.6 -0.2 0.3
0.2 0.5 -0.7
0.5 -0.2 1.3
-0.5 -0.8 0.6
-0.7 -0.6 -0.2
0.8 0.3 -0.6
0.2 -0.3 0.1
0.6 0.2 0.5
-0.8 0.2 0.4
0.6 0.4 0.0
0.4 -0.1 0.1
0.8 -0.5 0.8
-0.3 0.2 -0.7
0.1 0.8 0.0
-0.4 0.1 -0.7
-2.1 1.5 1.1
1.8 0.5 -2.6
0.4 -2.4 1.6
0.9 0.2 -0.3
0.6 -1.0 1.3
0.0 -0.3 0.0
-0.3 1.0 1.1
-1.6 -2.0 -0.6
-0.1 -0.3 -0.1
0.2 0.6 -1.2
0.0 1.4 0.3
0.3 -1.5 -0.8
-0.3 -0.5 0.2
0.1 1.6 1.0
-0.7 0.4 -0.7
1.1 2.3 1.1
-0.4 -1.9 -0.8
-0.4 -0.2 -0.2
0.2 0.0 -0.7
-0.8 1.0 3.7
-0.3 -0.2 -1.6
0.3 -1.4 -1.1
-0.1 0.3 -0.6
0.3 0.4 0.7
-0.5 -0.2 -0.2
0.9 -0.1 -0.2
1.8 -0.7 -0.4
0.2 0.0 0.3
-0.3 -0.2 -0.8
-1.7 0.8 0.4
2.3 -1.4 -1.4
-1.2 0.5 0.0
-0.7 -0.3 0.1
-0.8 1.9 0.9
-0.6 0.5 1.2
0.4 -0.1 0.0
0.7 -1.0 0.1
-0.9 -3.1 0.3
0.1 0.6 -0.1
-0.3 0.9 -1.5
1.4 1.2 0.6
-0.4 1.0 -0.8
0.2 -0.4 -0.7
-0.4 -0.6 1.8
0.1 0.6 -0.1
-0.4 -1.1 -0.5
-0.2 0.3 -0.4
0.7 0.5 0.3
2.8 1.6 0.8
-0.2 -0.8 0.3
-0.9 -1.0 0.2
-0.9 -0.4 0.5
-1.1 0.7 -3.5
1.6 0.3 0.4
0.3 -1.6 0.6
-1.0 0.4 0.7

Summary:
- Spin multiplicity: 1
- Total charge: +3
- LUMO: -7.3 eV
- Orbital gap: 6.58 eV